The following is a quantum chemistry calculation of 3 unconnected molecules or ions with the total composition C21H33BBr3F3N2O7PS2 in a non-equilibrium geometry, from the OMol25 dataset.

Structure (ORCA input):
```
! wB97M-V def2-TZVPD RIJCOSX def2/J DEFGRID3
* xyz 1 1
C -1.883 -0.515 2.582
C -0.808 -0.924 3.717
B 0.619 -1.403 3.080
O 1.725 -1.861 3.869
C 0.753 -1.391 1.431
N 1.272 -0.210 0.921
N 1.339 -0.291 -0.394
Br 2.098 1.269 -1.171
C 0.957 -1.293 -1.264
C 1.120 -1.078 -2.836
C -0.042 -0.121 -3.457
O 0.654 0.816 -4.320
C -1.055 -0.907 -4.388
F -1.698 -1.984 -3.781
F -0.475 -1.322 -5.604
F -2.082 -0.005 -4.756
C 0.379 -2.613 -0.796
C -0.056 -3.833 -1.662
Br 1.415 -4.824 -2.572
C -1.366 -4.295 -1.853
C -2.597 -3.544 -1.203
Br -1.679 -5.916 -2.956
C 0.300 -2.648 0.735
P -0.311 -4.116 1.764
C 0.396 -5.715 0.977
O -2.046 -4.199 1.722
H -2.924 -0.388 3.044
H -1.594 0.473 2.086
H -2.003 -1.348 1.806
H -0.660 -0.069 4.448
H -1.238 -1.819 4.288
H 1.895 -1.166 4.542
H 0.950 -2.092 -3.348
H 2.160 -0.760 -3.149
H -0.524 0.462 -2.615
H 1.284 0.307 -4.880
H -2.271 -2.681 -0.548
H -3.244 -3.167 -2.060
H -3.211 -4.317 -0.623
H -0.420 -6.349 0.510
H 0.860 -6.288 1.836
H 1.224 -5.421 0.262
H -2.240 -5.007 2.248
C 4.435 2.746 6.781
C 5.222 1.441 6.644
C 4.283 0.401 6.028
S 3.103 1.316 5.042
O 1.790 1.160 5.631
O 3.351 1.058 3.640
C 3.720 2.939 5.450
H 5.087 3.590 7.011
H 3.704 2.653 7.589
H 6.079 1.600 5.982
H 5.610 1.100 7.605
H 4.820 -0.301 5.390
H 3.731 -0.144 6.796
H 2.894 3.648 5.504
H 4.419 3.237 4.666
C -2.118 3.983 -5.692
C -3.072 3.120 -4.863
C -3.778 4.043 -3.866
S -3.821 5.663 -4.628
O -3.001 6.560 -3.848
O -5.182 5.982 -4.989
C -2.922 5.211 -6.102
H -1.737 3.445 -6.561
H -1.264 4.283 -5.077
H -3.812 2.657 -5.523
H -2.545 2.315 -4.348
H -4.796 3.713 -3.662
H -3.219 4.125 -2.932
H -2.300 6.043 -6.427
H -3.653 4.963 -6.875
*
```

Calculated values
**LUMO**: -5.129 eV
**E_tot**: -10640.0066 Eh
**Orbital gap**: 6.49 eV
**HOMO level**: -11.6 eV

Atomic partial charges in e from the Mulliken method, atoms 1 to 6: atom 1 (C): -0.787, atom 2 (C): -0.390, atom 3 (B): 0.539, atom 4 (O): -0.675, atom 5 (C): -0.101, atom 6 (N): -0.693